1.
Molecular formula: C5H10IN
Method: DFT, ωB97M-V/def2-TZVPD

Element x y z (Å)
C: 0.66 1.25 -0.89
C: 0.28 0.09 0.01
C: 0.88 -1.19 -0.58
C: 0.45 0.20 1.50
C: -1.21 -0.24 -0.03
N: -2.24 0.46 -0.40
I: -4.19 -0.24 -0.22
H: 0.81 2.24 -0.35
H: 1.55 0.99 -1.39
H: -0.07 1.42 -1.60
H: 1.96 -1.44 -0.31
H: 0.23 -1.97 -0.45
H: 0.84 -1.16 -1.65
H: 1.41 -0.14 1.87
H: -0.24 -0.39 2.09
H: 0.19 1.24 1.84
H: -1.31 -1.12 0.57

SMILES string   CC(C)(C)/C=N/I
F_max   0.06432 Eh/bohr
Relative energy (zero: lowest compared OMol25 entry of this formula, charge and spin)   57.82 kJ/mol
M   211.05 g mol⁻¹
HOMO energy   -9.11 eV

2.
Molecular formula: C33H66O21S6
Method: DFT, ωB97M-V/def2-TZVPD

Element x y z (Å)
O: -1.04 11.82 -3.11
S: -0.45 10.88 -2.15
O: -1.31 10.46 -1.05
C: 0.35 9.40 -2.97
C: 1.83 9.76 -3.11
C: 2.14 11.20 -2.65
C: 1.10 11.53 -1.56
H: -0.22 8.92 -3.77
H: 0.39 8.63 -2.21
H: 2.43 8.97 -2.67
H: 2.11 9.66 -4.16
H: 1.99 11.93 -3.44
H: 3.12 11.31 -2.19
H: 1.02 12.55 -1.16
H: 1.39 10.92 -0.71
O: 0.98 0.32 9.04
S: -0.38 -0.21 9.01
O: -0.76 -1.57 8.57
C: -1.21 0.22 10.64
C: -2.07 1.45 10.42
C: -2.45 1.63 8.94
C: -1.34 1.09 8.00
H: -0.34 0.53 11.22
H: -1.53 -0.70 11.14
H: -2.94 1.53 11.07
H: -1.38 2.26 10.64
H: -2.63 2.68 8.74
H: -3.40 1.10 8.83
H: -0.65 1.92 7.84
H: -1.66 0.69 7.04
O: -7.45 -1.50 2.01
S: -7.28 -2.38 0.87
O: -6.20 -3.38 0.85
C: -8.88 -3.25 0.44
C: -9.09 -2.98 -1.06
C: -8.59 -1.54 -1.33
C: -7.20 -1.49 -0.73
H: -9.67 -2.78 1.03
H: -8.78 -4.26 0.83
H: -8.55 -3.65 -1.74
H: -10.12 -3.05 -1.41
H: -9.18 -0.83 -0.75
H: -8.66 -1.35 -2.40
H: -6.52 -0.65 -0.57
H: -6.69 -2.24 -1.34
O: 8.24 1.08 4.48
S: 7.88 0.16 3.45
O: 7.48 0.60 2.09
C: 9.13 -1.22 3.27
C: 8.48 -2.45 4.00
C: 7.28 -2.10 4.94
C: 6.53 -0.96 4.21
H: 10.13 -0.84 3.48
H: 9.21 -1.33 2.19
H: 8.03 -3.14 3.29
H: 9.19 -3.07 4.55
H: 7.72 -1.70 5.86
H: 6.63 -2.92 5.24
H: 5.79 -0.45 4.83
H: 5.97 -1.39 3.38
O: 5.51 -4.01 -1.72
S: 4.98 -4.94 -2.75
O: 5.77 -5.20 -3.91
C: 4.31 -6.56 -2.12
C: 2.83 -6.20 -2.08
C: 2.46 -5.45 -3.30
C: 3.41 -4.27 -3.40
H: 4.78 -6.89 -1.19
H: 4.44 -7.23 -2.96
H: 2.18 -7.06 -1.88
H: 2.70 -5.67 -1.14
H: 1.40 -5.23 -3.12
H: 2.49 -6.09 -4.18
H: 3.10 -3.49 -2.71
H: 3.56 -3.92 -4.42
O: -5.52 -10.21 -2.94
S: -4.25 -9.51 -2.84
O: -3.22 -9.92 -1.89
C: -3.55 -9.57 -4.55
C: -4.21 -8.37 -5.25
C: -4.32 -7.23 -4.23
C: -4.54 -7.74 -2.78
H: -3.61 -10.50 -5.10
H: -2.47 -9.46 -4.43
H: -3.63 -8.11 -6.14
H: -5.21 -8.59 -5.61
H: -5.19 -6.60 -4.43
H: -3.53 -6.48 -4.27
H: -5.45 -7.62 -2.19
H: -3.84 -7.37 -2.03
C: -0.76 -0.36 -7.91
O: -0.76 0.83 -8.63
C: 0.28 1.29 -9.34
O: 1.43 0.84 -9.27
O: -0.19 2.32 -10.04
C: 0.74 3.19 -10.75
H: -1.74 -0.85 -7.88
H: -0.25 -0.19 -6.97
H: -0.12 -1.18 -8.24
H: 1.71 3.41 -10.29
H: 0.24 4.15 -10.82
H: 0.90 2.92 -11.80
C: 3.52 6.70 4.47
O: 2.11 6.37 4.60
C: 1.26 6.68 3.61
O: 1.61 7.25 2.52
O: 0.10 6.32 4.04
C: -1.11 6.69 3.36
H: 3.51 7.70 4.91
H: 3.91 6.71 3.45
H: 4.12 6.09 5.15
H: -1.15 6.04 2.49
H: -1.20 7.74 3.09
H: -2.00 6.46 3.95
C: 1.25 1.53 -0.60
O: 1.45 0.41 0.25
C: 0.30 -0.35 0.47
O: -0.88 -0.17 0.05
O: 0.65 -1.29 1.39
C: -0.30 -2.15 2.01
H: 0.36 2.07 -0.27
H: 1.20 1.28 -1.66
H: 2.06 2.27 -0.57
H: -0.43 -2.96 1.29
H: -1.19 -1.61 2.34
H: 0.08 -2.51 2.97

SMILES string   O=S1(=O)CCCC1.O=S1(=O)CCCC1.O=S1(=O)CCCC1.O=S1(=O)CCCC1.O=S1(=O)CCCC1.O=S1(=O)CCCC1.COC(=O)OC.COC(=O)OC.COC(=O)OC
F_max   0.09965 Eh/bohr
Relative energy (zero: lowest compared OMol25 entry of this formula, charge and spin)   335.66 kJ/mol
M   991.27 g mol⁻¹
HOMO energy   -10.00 eV

3.
Molecular formula: C5H11N
Method: DFT, ωB97M-V/def2-TZVPD

Element x y z (Å)
C: 1.06 -0.88 1.31
C: 0.30 -0.22 0.48
C: -1.22 -0.43 0.58
C: -1.83 -0.66 -0.84
C: 0.72 0.85 -0.39
N: 2.13 1.28 -0.36
H: 2.16 -0.80 1.36
H: 0.54 -1.58 2.07
H: -1.51 0.58 1.02
H: -1.47 -1.29 1.22
H: -2.95 -0.61 -0.68
H: -1.66 -1.72 -1.11
H: -1.62 0.11 -1.64
H: 0.25 0.80 -1.44
H: 0.02 1.79 0.08
H: 2.34 2.22 -0.76
H: 2.73 0.55 -0.90

SMILES string   C=C(CC)CN
F_max   0.09982 Eh/bohr
Relative energy (zero: lowest compared OMol25 entry of this formula, charge and spin)   178.48 kJ/mol
M   85.15 g mol⁻¹
HOMO energy   -9.05 eV

4.
Molecular formula: C48H54Br57F3N4O3
Method: DFT, ωB97M-V/def2-TZVPD

Element x y z (Å)
C: 5.34 -4.42 0.29
C: 4.50 -3.20 -0.09
O: 4.86 -2.71 -1.38
C: 4.73 -1.31 -1.44
C: 3.30 -0.81 -1.66
C: 3.20 0.67 -1.36
C: 3.26 0.98 0.15
C: 1.94 1.50 0.74
C: 0.72 0.72 0.24
C: -0.13 1.46 -0.61
C: -1.21 0.88 -1.13
C: -2.08 1.66 -2.08
C: -3.41 2.07 -1.49
C: -3.57 2.62 -0.25
C: -4.81 2.99 0.16
C: -5.92 2.83 -0.62
C: -5.78 2.27 -1.88
C: -6.89 2.04 -2.92
C: -4.52 1.91 -2.27
C: -1.55 -0.45 -0.84
N: -2.68 -0.92 -1.41
C: -2.93 -2.13 -1.05
C: -4.22 -2.74 -1.56
N: -5.19 -2.51 -0.48
C: -6.38 -3.35 -0.61
C: -2.10 -2.92 -0.21
O: -2.59 -4.18 0.08
N: -1.72 -5.31 -0.12
O: -1.73 -5.71 -1.21
N: -1.01 -2.48 0.31
C: -0.71 -1.17 0.00
C: 0.46 -0.57 0.55
C: 1.44 -1.29 1.42
C: 0.91 -2.17 2.57
C: -0.16 -1.66 3.44
F: -0.88 -2.65 4.03
C: -0.53 -0.37 3.84
F: -0.11 0.16 4.99
F: -1.36 0.41 3.21
H: 5.43 -4.43 1.38
H: 4.83 -5.34 0.04
H: 6.34 -4.38 -0.11
H: 3.46 -3.52 -0.15
H: 4.65 -2.44 0.68
H: 5.13 -0.82 -0.54
H: 5.35 -0.99 -2.28
H: 3.11 -0.91 -2.74
H: 2.54 -1.42 -1.18
H: 4.09 1.12 -1.82
H: 2.35 1.15 -1.85
H: 3.66 0.10 0.66
H: 3.98 1.77 0.31
H: 1.84 2.52 0.37
H: 1.93 1.51 1.83
H: 0.08 2.49 -0.86
H: -1.50 2.55 -2.43
H: -2.29 1.05 -2.97
H: -2.70 2.79 0.38
H: -4.99 3.45 1.12
H: -6.88 3.14 -0.27
H: -7.72 2.73 -2.87
H: -7.19 1.00 -2.89
H: -6.43 2.20 -3.90
H: -4.40 1.50 -3.27
H: -4.11 -3.82 -1.70
H: -4.52 -2.26 -2.49
H: -5.44 -1.53 -0.47
H: -6.68 -3.45 -1.65
H: -7.16 -2.90 0.00
H: -6.17 -4.32 -0.14
H: 1.98 -1.98 0.75
H: 2.20 -0.63 1.83
H: 1.79 -2.41 3.17
H: 0.62 -3.12 2.11
C: 7.58 3.78 1.27
Br: 7.07 1.98 1.75
Br: 8.75 3.84 -0.25
Br: 6.04 4.91 1.03
H: 8.13 4.18 2.12
C: 9.70 1.59 -3.85
Br: 7.97 1.40 -3.04
Br: 9.86 0.48 -5.42
Br: 10.10 3.44 -4.24
H: 10.44 1.25 -3.14
C: -0.37 -4.93 7.07
Br: -0.04 -3.04 6.99
Br: 1.27 -5.94 7.04
Br: -1.47 -5.41 8.57
H: -0.92 -5.19 6.17
C: -0.16 -8.64 1.59
Br: 1.69 -9.16 1.48
Br: -0.56 -7.78 3.28
Br: -0.73 -7.55 0.10
H: -0.73 -9.55 1.56
C: 9.63 2.20 5.11
Br: 9.14 0.41 5.62
Br: 10.78 2.21 3.57
Br: 8.08 3.32 4.84
H: 10.19 2.62 5.93
C: 4.45 -0.70 5.82
Br: 2.59 -0.74 5.33
Br: 5.07 -2.42 6.44
Br: 5.48 0.01 4.35
H: 4.57 -0.01 6.64
C: -10.75 1.57 -0.63
Br: -8.85 1.81 -0.83
Br: -11.37 2.09 1.12
Br: -11.73 2.47 -2.03
H: -10.95 0.51 -0.74
C: -1.56 6.15 -3.51
Br: 0.35 6.20 -3.30
Br: -2.31 4.54 -2.75
Br: -2.39 7.73 -2.79
H: -1.77 6.13 -4.57
C: 3.42 7.30 2.92
Br: 1.87 7.32 1.79
Br: 3.38 8.72 4.22
Br: 3.68 5.58 3.74
H: 4.28 7.48 2.29
C: -8.76 -5.12 -3.51
Br: -8.44 -3.33 -4.16
Br: -7.12 -6.07 -3.19
Br: -9.90 -5.11 -1.96
H: -9.29 -5.65 -4.29
C: 1.36 10.53 7.72
Br: 0.32 9.27 6.71
Br: 2.55 11.55 6.58
Br: 0.26 11.67 8.80
H: 1.99 9.96 8.39
C: 1.18 -1.44 -5.34
Br: 3.04 -1.07 -5.65
Br: 0.59 -0.82 -3.62
Br: 0.07 -0.76 -6.76
H: 1.07 -2.52 -5.34
C: 9.82 0.13 -9.30
Br: 7.90 0.02 -9.51
Br: 10.61 -1.62 -9.14
Br: 10.63 1.16 -10.71
H: 10.00 0.65 -8.38
C: -12.90 -7.71 -1.06
Br: -14.06 -8.83 -0.02
Br: -11.92 -8.72 -2.38
Br: -13.85 -6.23 -1.85
H: -12.17 -7.29 -0.38
C: -2.03 -4.81 -4.60
Br: -3.55 -5.81 -5.23
Br: -0.59 -4.83 -5.87
Br: -2.54 -3.02 -4.09
H: -1.68 -5.30 -3.70
C: 6.24 3.48 -9.31
Br: 6.42 4.60 -10.86
Br: 7.11 4.24 -7.77
Br: 4.39 3.05 -8.94
H: 6.74 2.55 -9.52
C: -2.77 11.21 11.82
Br: -1.93 9.57 11.28
Br: -1.48 12.47 12.51
Br: -3.83 11.97 10.41
H: -3.44 10.97 12.63
C: 13.38 5.14 5.91
Br: 11.48 5.07 5.65
Br: 14.12 3.39 6.24
Br: 14.26 6.02 4.44
H: 13.57 5.73 6.79
C: -16.74 -10.26 -3.19
Br: -16.42 -8.48 -3.84
Br: -15.10 -11.21 -2.88
Br: -17.87 -10.26 -1.64
H: -17.27 -10.79 -3.97

F_max   0.06209 Eh/bohr
M   5346.51 g mol⁻¹
HOMO energy   -7.60 eV

5.
Molecular formula: C7H9NO2
Method: DFT, ωB97M-V/def2-TZVPD

Element x y z (Å)
C: -0.77 -0.49 0.53
C: -0.27 0.60 1.29
C: -0.80 -0.13 -0.85
C: 0.18 1.52 0.31
C: -0.21 -0.88 -1.99
C: 1.07 -0.64 -1.04
C: 0.06 0.58 2.74
N: -0.42 1.23 -0.88
O: -0.51 -2.25 -2.01
O: 1.73 0.37 -0.83
H: -1.03 -1.40 0.92
H: -0.22 -0.30 -2.90
H: 1.24 -1.61 -0.55
H: 0.80 1.30 2.95
H: -0.81 0.50 3.42
H: 0.59 -0.35 2.93
H: -0.06 1.62 -1.75
H: -1.18 -2.14 -2.68
H: 0.61 2.47 0.38

F_max   0.06419 Eh/bohr
Relative energy (zero: lowest compared OMol25 entry of this formula, charge and spin)   355.31 kJ/mol
M   139.15 g mol⁻¹
HOMO energy   -8.11 eV

6.
Molecular formula: C2H8BrO2
Method: DFT, ωB97M-V/def2-TZVPD

Element x y z (Å)
Br: -2.83 1.81 -2.49
C: -0.62 2.17 2.80
O: -1.63 3.03 2.47
H: 0.27 2.49 2.25
H: -0.42 2.38 3.85
H: -0.84 1.11 2.83
H: -1.79 2.91 1.53
C: 1.47 -2.83 -2.00
O: 1.07 -2.31 -3.22
H: 1.41 -2.10 -1.19
H: 0.98 -3.79 -1.78
H: 2.45 -3.29 -1.99
H: 0.48 -1.57 -3.06

Net charge   -1
F_max   0.04797 Eh/bohr
Relative energy (zero: lowest compared OMol25 entry of this formula, charge and spin)   116.85 kJ/mol
M   143.99 g mol⁻¹
HOMO energy   -3.64 eV

7.
Molecular formula: C40H45N6O3PtS2Te
Method: DFT, ωB97M-V/def2-TZVPD

Element x y z (Å)
Pt: -0.41 -0.59 2.40
N: 2.68 -1.01 5.46
C: 1.64 -1.10 4.59
S: 1.41 0.27 3.52
N: 0.91 -2.18 4.59
N: -0.02 -2.25 3.60
C: -0.49 -3.48 3.43
C: -1.48 -3.90 2.49
C: -1.82 -5.28 2.50
C: -2.80 -5.82 1.66
C: -3.42 -4.98 0.68
C: -3.05 -3.64 0.62
C: -2.05 -3.08 1.49
O: -1.65 -1.85 1.16
H: 3.21 -0.11 5.55
H: 2.70 -1.64 6.27
H: -0.12 -4.20 4.16
H: -1.22 -5.96 3.14
H: -3.10 -6.86 1.80
H: -4.23 -5.31 0.02
H: -3.40 -2.99 -0.19
C: -3.18 -3.14 -6.89
C: -2.69 -2.52 -5.62
C: -1.83 -3.22 -4.79
C: -1.21 -2.59 -3.71
C: -0.22 -3.32 -2.84
C: -1.55 -1.29 -3.42
Te: -0.54 -0.20 -1.79
N: -0.04 0.44 0.81
C: 0.02 1.60 0.30
O: -0.01 1.67 -1.04
C: 0.10 2.95 0.88
C: 0.06 3.18 2.23
C: 0.35 4.50 2.67
C: 0.54 5.57 1.80
C: 0.40 5.30 0.41
C: 0.16 4.00 -0.06
C: 1.55 -0.25 -2.44
C: 2.05 0.60 -3.44
C: 1.16 1.56 -4.19
C: 3.39 0.56 -3.81
C: 4.31 -0.29 -3.18
C: 5.70 -0.42 -3.67
C: 3.83 -1.01 -2.09
C: 2.49 -1.03 -1.74
C: 2.10 -1.88 -0.55
C: -2.53 -0.61 -4.13
C: -3.04 0.68 -3.57
C: -3.05 -1.21 -5.30
H: -2.32 -3.61 -7.42
H: -3.64 -2.37 -7.56
H: -3.94 -3.93 -6.73
H: -1.65 -4.29 -5.03
H: -0.14 -4.35 -3.12
H: -0.51 -3.25 -1.76
H: 0.78 -2.91 -2.91
H: -0.27 2.40 2.92
H: 0.43 4.72 3.75
H: 0.66 6.55 2.21
H: 0.43 6.09 -0.38
H: 0.00 3.75 -1.10
H: 0.75 2.33 -3.58
H: 0.32 1.03 -4.64
H: 1.73 2.05 -5.00
H: 3.77 1.16 -4.63
H: 5.70 -0.33 -4.77
H: 6.09 -1.38 -3.36
H: 6.35 0.36 -3.30
H: 4.56 -1.51 -1.48
H: 2.80 -2.72 -0.45
H: 1.07 -2.28 -0.51
H: 2.21 -1.28 0.37
H: -2.26 1.42 -3.52
H: -3.40 0.53 -2.55
H: -3.84 1.11 -4.21
H: -3.80 -0.66 -5.90
C: -2.53 4.34 4.78
C: -3.09 3.00 5.08
C: -3.92 2.81 6.18
C: -4.36 1.49 6.39
N: -4.06 0.52 5.57
C: -3.21 0.78 4.52
S: -2.95 -0.49 3.43
N: -2.68 1.98 4.31
H: -3.36 5.05 4.94
H: -2.27 4.40 3.69
H: -1.68 4.61 5.44
H: -4.18 3.65 6.77
H: -5.02 1.28 7.25
C: 4.75 3.63 0.87
C: 4.40 2.13 1.02
O: 3.35 1.76 0.10
H: 5.55 3.99 1.52
H: 3.81 4.17 1.03
H: 5.00 3.82 -0.17
H: 3.95 1.90 1.99
H: 5.30 1.49 0.85
H: 3.79 1.41 -0.70

Multiplicity   6
⟨S²⟩   8.80
F_max   0.05613 Eh/bohr
Relative energy (zero: lowest compared OMol25 entry of this formula, charge and spin)   52.45 kJ/mol
M   1044.65 g mol⁻¹
HOMO energy (spin up / spin down)   -5.43 / -7.04 eV

Q: Look up the F_max of the third one.
A: 0.09982 Eh/bohr

Q: Look up the F_max of the third one.
A: 0.09982 Eh/bohr

Q: Which formula does entry 5 have?
A: C7H9NO2